Record 1
DFT (ωB97M-V/def2-TZVPD) results for C17H34N17O7P2SeW as an isolated structure.

## Properties
Expectation value of S² ... 2.010
Kohn-Sham gap (alpha / beta) ... 6.3 / 6.7 eV
LUMO energy (alpha / beta) ... -4.234 / -4.247 eV
Charge ... +1
Spin multiplicity ... 3
Electronic energy ... -5277.04224 Eh
Maximum force ... 0.39 eV/Å
ΔE to the lowest compared entry with this formula, charge and spin ... 0.0 kJ/mol

Each line ends with the Löwdin spin population.
Positions of all 79 atoms, in Å:
W -0.62 -0.26 -0.55  1.6714
C 4.39 -2.00 0.18  0.0009
C 3.00 -1.40 0.23  0.0026
O 2.79 -0.83 1.52  0.0009
P 2.78 -0.06 -0.98  0.0080
O 3.79 1.12 -0.70  0.0005
O 3.16 -0.53 -2.42  0.0010
O 1.40 0.51 -0.80  0.0512
P 1.70 -2.62 -0.21  0.0059
O 1.81 -3.79 0.86  0.0000
O 1.94 -3.03 -1.60  0.0002
O 0.39 -1.90 0.19  0.0286
H 5.14 -1.24 0.41  0.0001
H 4.60 -2.43 -0.80  0.0001
H 4.46 -2.78 0.94  0.0000
H 1.85 -0.60 1.58  0.0003
H 4.65 1.03 -1.12  0.0001
H 2.59 -1.26 -2.75  0.0000
H 2.15 -4.60 0.47  0.0000
N -1.71 -3.33 -1.86  0.0160
C -0.85 -2.61 -2.65  0.0063
N -0.38 -3.02 -3.81  0.0002
N 0.44 -2.04 -4.21  0.0088
N 0.46 -1.08 -3.37  0.0045
N -0.37 -1.40 -2.33  0.0078
C -2.55 -2.71 -0.97  0.0177
N -3.69 -3.22 -0.55  0.0002
N -4.20 -2.30 0.28  0.0251
N -3.42 -1.28 0.36  0.0066
N -2.33 -1.51 -0.42  0.0208
H -2.05 -4.20 -2.25  0.0005
N -2.31 1.13 0.02  0.0086
C -2.36 2.48 0.65  0.0054
C -1.94 3.63 -0.26  0.0007
C -0.63 4.26 0.19  0.0003
N 0.44 3.25 0.26  0.0050
H -2.91 1.15 -0.81  0.0025
H -2.84 0.50 0.63  0.0034
H -1.75 2.46 1.55  0.0001
H -3.39 2.62 0.99  -0.0009
H -2.71 4.40 -0.27  0.0000
H -1.85 3.28 -1.29  0.0001
H -0.77 4.68 1.19  0.0000
H -0.37 5.10 -0.47  0.0000
H 1.19 3.60 0.85  0.0002
H 0.84 3.12 -0.65  0.0000
C 0.68 -2.28 3.86  0.0011
N -0.25 -1.44 3.11  0.0089
C -1.46 -2.12 2.66  0.0007
C 0.08 -0.20 2.71  0.0092
N -0.30 0.31 1.54  0.0187
N 0.86 0.53 3.55  0.0052
C 0.71 0.44 5.00  0.0005
C 1.58 1.70 3.09  0.0015
H 0.77 -3.23 3.33  0.0004
H 0.32 -2.47 4.87  0.0002
H 1.66 -1.81 3.90  0.0000
H -1.83 -2.72 3.48  0.0001
H -1.26 -2.77 1.80  0.0002
H -2.22 -1.39 2.39  0.0001
H -0.12 1.31 1.50  0.0057
H -0.10 -0.23 5.26  0.0000
H 0.48 1.43 5.40  0.0003
H 1.63 0.08 5.47  0.0000
H 1.95 1.57 2.08  0.0003
H 2.44 1.85 3.75  0.0003
H 0.95 2.60 3.13  0.0003
Se -4.34 0.27 -3.99  -0.0024
N -3.32 1.15 -5.12  0.0036
C -2.19 1.41 -4.50  0.0009
C -1.09 2.12 -5.06  0.0072
C -0.01 2.31 -4.26  -0.0014
C 0.02 1.76 -2.95  0.0105
N -0.95 1.10 -2.37  0.0063
C -2.10 0.93 -3.14  0.0069
N -3.16 0.31 -2.68  0.0023
H -1.15 2.48 -6.07  0.0003
H 0.87 2.83 -4.61  -0.0003
H 0.93 1.86 -2.38  0.0003

=====

Record 2
DFT (ωB97M-V/def2-TZVPD) results for C17H34N2OPtSi3 as an isolated structure at a distorted geometry.

## Properties
Kohn-Sham gap ... 7.7 eV
LUMO energy ... -8.022 eV
Charge ... +2
Electronic energy ... -1840.24122 Eh
Maximum force ... 2.25 eV/Å
ΔE to the lowest compared entry with this formula, charge and spin ... 0.0 kJ/mol

Each line ends with the natural charge from an NBO analysis.
Positions of all 58 atoms, in Å:
Pt 0.71 1.18 0.85  1.0394
C -2.23 1.49 -1.37  -1.1406
Si -0.95 0.15 -1.70  1.7100
C 0.37 0.85 -2.83  -1.1410
C -1.84 -1.20 -2.59  -1.1366
C -0.23 -0.51 -0.09  -1.3399
Si -1.53 -1.29 1.16  1.6905
C -3.04 -0.24 1.35  -1.1364
C -1.94 -2.96 0.42  -1.1242
C -0.82 -1.63 2.86  -1.1405
Si 1.25 -1.72 -0.45  1.6891
C 1.91 -2.60 1.06  -1.1433
C 1.01 -2.90 -1.87  -1.1467
C 2.55 -0.39 -0.91  -0.1610
C 3.69 -0.53 -1.67  -0.2221
C 4.57 0.53 -1.86  -0.0806
C 4.29 1.75 -1.24  -0.2229
C 3.15 1.86 -0.47  0.0585
N 2.30 0.83 -0.31  -0.4949
H -2.04 2.33 -2.05  0.2551
H -2.30 1.88 -0.37  0.2147
H -3.23 1.10 -1.60  0.2661
H -0.11 1.18 -3.75  0.2709
H 1.14 0.12 -3.12  0.2435
H 0.89 1.73 -2.43  0.2286
H -2.19 -0.77 -3.53  0.2698
H -2.74 -1.52 -2.05  0.2486
H -1.25 -2.08 -2.84  0.2515
H -3.59 -0.09 0.42  0.2556
H -2.86 0.73 1.80  0.2131
H -3.71 -0.78 2.03  0.2706
H -2.36 -2.93 -0.58  0.2535
H -2.69 -3.41 1.08  0.2732
H -1.09 -3.63 0.41  0.2431
H -0.03 -0.95 3.19  0.2398
H -0.42 -2.65 2.93  0.2572
H -1.61 -1.58 3.62  0.2620
H 1.24 -3.38 1.40  0.2639
H 2.10 -1.93 1.90  0.2507
H 2.85 -3.08 0.79  0.2706
H 0.15 -3.55 -1.73  0.2727
H 1.89 -3.55 -1.90  0.2715
H 0.92 -2.40 -2.83  0.2595
H 3.90 -1.49 -2.13  0.2515
H 5.46 0.43 -2.46  0.2578
H 4.94 2.60 -1.35  0.2625
H 2.89 2.77 0.05  0.2159
N -1.24 2.69 4.11  -0.7016
C -0.84 2.47 2.88  0.7077
O -0.05 1.49 2.68  -0.6478
C -1.21 3.22 1.67  -0.5542
C -0.10 2.98 0.62  -0.3787
H -0.94 2.08 4.86  0.4449
H -1.84 3.47 4.33  0.4377
H -1.38 4.29 1.82  0.2828
H -2.15 2.79 1.32  0.2807
H 0.83 3.56 0.82  0.2255
H -0.44 3.15 -0.39  0.2526